99
Properties=species:S:1:pos:R:3:mulliken_charge:R:1 method="wB97M-V/def2-TZVPD" largest_force_ha_per_bohr=0.05208 lumo_ev=-4.37 de_lowest_kcal_mol=13.7 charge=+2
Cd -17.056 -7.996 5.430 1.999
C -18.384 -4.708 6.610 -1.002
C -17.028 -4.191 6.093 -0.779
S -15.717 -5.473 5.895 0.047
C -15.187 -4.921 4.246 -1.034
C -16.265 -5.041 3.128 -1.030
S -17.060 -6.740 3.085 -0.061
C -18.827 -6.388 2.986 0.520
C -19.434 -5.540 4.078 -1.099
S -19.074 -6.179 5.764 -0.008
H -18.265 -4.936 7.651 0.357
H -19.156 -3.928 6.538 0.524
H -17.166 -3.708 5.127 0.331
H -16.620 -3.423 6.750 0.616
H -14.972 -3.851 4.361 0.557
H -14.250 -5.411 3.946 0.459
H -17.012 -4.259 3.183 0.478
H -15.716 -4.962 2.206 0.625
H -19.044 -5.877 2.021 0.637
H -19.351 -7.332 3.064 -0.985
H -19.210 -4.469 4.034 0.585
H -20.556 -5.607 4.007 0.471
C -20.000 -12.826 6.623 -1.439
C -19.375 -11.591 7.202 0.450
C -19.565 -11.236 8.535 -0.664
C -19.007 -10.041 9.018 -0.816
C -18.330 -9.234 8.131 -0.352
Br -17.778 -7.549 8.728 0.005
N -18.157 -9.541 6.867 1.025
C -18.698 -10.679 6.419 -0.996
H -20.828 -13.067 7.232 0.490
H -19.275 -13.672 6.569 0.306
H -20.456 -12.650 5.637 0.242
H -20.155 -11.807 9.223 0.496
H -19.194 -9.751 10.059 0.481
H -18.652 -10.778 5.353 0.666
C -22.583 -11.053 0.346 -1.258
C -21.597 -11.096 1.521 -0.401
C -20.805 -9.786 1.771 -0.046
N -21.678 -8.698 2.195 0.097
C -21.919 -8.376 3.487 -0.161
S -20.921 -8.837 4.766 -0.353
N -22.999 -7.607 3.738 0.129
C -24.020 -7.202 2.841 0.552
O -23.950 -7.573 1.681 -0.774
C -25.088 -6.382 3.360 0.850
C -26.049 -5.972 2.381 -0.579
C -27.140 -5.255 2.793 -0.491
C -27.294 -4.922 4.127 -0.394
C -26.304 -5.244 5.043 -0.939
C -25.207 -5.942 4.679 -0.249
H -23.200 -11.954 0.277 0.380
H -22.086 -11.020 -0.633 0.325
H -23.208 -10.168 0.430 0.266
H -20.879 -11.891 1.270 0.334
H -22.087 -11.386 2.426 0.288
H -20.290 -9.492 0.824 0.221
H -20.086 -9.886 2.583 -0.280
H -22.398 -8.342 1.555 0.384
H -23.120 -7.346 4.728 0.240
H -25.942 -6.209 1.344 0.432
H -27.844 -4.943 2.011 0.370
H -28.187 -4.354 4.394 0.391
H -26.479 -4.915 6.082 0.348
H -24.434 -6.111 5.394 0.371
C -16.293 -11.921 1.147 -1.009
N -16.952 -11.437 2.390 0.271
C -17.557 -12.420 3.257 -0.778
C -16.856 -10.155 2.731 -0.667
O -17.298 -9.704 3.813 -0.257
H -16.912 -12.582 0.547 0.321
H -15.412 -12.487 1.504 0.402
H -16.005 -11.099 0.534 0.345
H -18.614 -12.226 3.416 0.225
H -17.082 -12.523 4.222 0.242
H -17.390 -13.390 2.686 0.384
H -16.279 -9.545 2.001 0.374
C -13.679 -8.347 5.453 -0.969
N -12.541 -9.065 5.895 0.176
C -12.409 -8.917 7.327 -0.768
N -13.595 -9.468 7.945 0.155
C -14.787 -8.784 7.521 -0.826
N -14.944 -8.894 6.067 1.075
C -14.955 -10.379 5.794 -0.653
N -13.805 -11.099 6.257 0.120
C -12.635 -10.509 5.575 -0.639
C -13.682 -10.863 7.687 -0.715
H -13.701 -8.424 4.377 0.150
H -13.596 -7.281 5.659 0.347
H -12.250 -7.908 7.617 0.332
H -11.528 -9.499 7.669 0.328
H -14.704 -7.688 7.770 0.012
H -15.623 -9.214 8.059 0.436
H -15.053 -10.481 4.710 0.180
H -15.835 -10.803 6.278 -0.106
H -12.736 -10.679 4.512 0.329
H -11.741 -11.049 5.945 0.350
H -12.743 -11.338 8.014 0.389
H -14.551 -11.329 8.207 0.286

=====

131
Properties=species:S:1:pos:R:3:mulliken_charge:R:1 method="wB97M-V/def2-TZVPD" largest_force_ha_per_bohr=0.22313 lumo_ev=1.51 charge=-1
C -3.096 -3.140 -3.363 -0.992
C -3.886 -2.562 -2.176 -0.760
C -3.070 -1.668 -1.221 -0.959
C -3.169 -0.166 -1.565 0.195
C -4.157 0.645 -0.705 -1.015
C -3.919 0.591 0.820 -0.544
C -3.569 1.961 1.429 -0.301
C -2.824 1.889 2.783 -0.943
Ga -0.842 2.172 2.624 -0.510
C 0.052 2.636 4.382 -0.634
C 1.580 2.819 4.321 0.519
C 2.278 2.748 5.697 -1.039
C 2.445 1.320 6.268 -0.997
C 2.972 0.264 5.286 -0.290
C 4.280 0.658 4.572 -0.282
C -0.544 3.574 1.136 -0.422
Cl -1.727 4.952 1.228 -0.136
C 0.859 4.052 0.996 1.065
C 1.167 5.454 1.491 -1.698
Cl 1.335 4.006 -0.823 -0.118
H -2.041 -3.290 -3.093 0.175
H -3.504 -4.107 -3.688 0.268
H -3.127 -2.481 -4.244 0.390
H -4.296 -3.406 -1.599 0.752
H -4.758 -1.999 -2.548 0.494
H -3.389 -1.844 -0.183 0.423
H -2.015 -1.983 -1.269 0.093
H -2.181 0.312 -1.467 0.546
H -3.460 -0.073 -2.625 -0.264
H -4.060 1.700 -1.015 0.412
H -5.188 0.351 -0.964 0.402
H -3.112 -0.116 1.075 0.375
H -4.838 0.225 1.307 0.172
H -2.963 2.494 0.675 0.049
H -4.497 2.552 1.531 0.218
H -3.008 0.910 3.261 0.500
H -3.254 2.643 3.463 0.418
H -0.166 0.807 2.033 -0.256
H -0.396 3.578 4.750 0.392
H -0.206 1.856 5.121 0.392
H 1.802 3.811 3.890 -0.134
H 2.032 2.093 3.622 -0.159
H 3.257 3.257 5.664 0.396
H 1.654 3.320 6.405 0.401
H 1.478 0.977 6.669 0.344
H 3.138 1.363 7.126 0.371
H 3.154 -0.657 5.863 0.522
H 2.190 0.010 4.555 0.225
H 4.549 1.709 4.746 0.280
H 4.205 0.505 3.494 -0.592
H 5.122 0.031 4.907 0.369
H -0.829 3.076 0.204 0.206
H 1.563 3.340 1.443 -0.213
H 0.737 5.591 2.494 0.377
H 0.746 6.202 0.805 0.362
H 2.247 5.614 1.544 0.317
C -3.844 -6.904 -3.344 0.831
Cl -2.084 -6.838 -3.204 -0.141
Cl -4.518 -8.109 -2.247 -0.153
Cl -4.550 -5.325 -3.015 -0.181
H -4.080 -7.208 -4.355 -0.390
C 1.673 4.710 -3.974 0.951
Cl 1.154 3.883 -5.452 -0.147
Cl 3.417 4.944 -3.947 -0.132
Cl 0.802 6.213 -3.722 -0.066
H 1.426 4.075 -3.131 -0.541
C 3.295 1.522 -0.581 1.465
Cl 2.344 0.153 -1.143 0.140
Cl 4.411 1.023 0.686 0.169
Cl 4.220 2.258 -1.896 0.002
H 2.626 2.270 -0.167 -1.772
C 0.856 -4.567 0.053 -0.333
Cl -0.059 -5.176 -1.337 -0.074
Cl 1.053 -2.831 -0.089 0.259
Cl 0.101 -5.101 1.548 -0.061
H 1.854 -4.994 0.036 0.228
C 4.589 -3.411 1.568 -0.074
Cl 4.517 -3.388 -0.204 -0.013
Cl 4.064 -1.877 2.236 0.147
Cl 3.619 -4.735 2.218 -0.005
H 5.628 -3.548 1.833 -0.077
C -1.676 1.167 -3.803 0.111
Cl -1.152 0.156 -2.468 0.044
Cl -1.034 0.551 -5.337 -0.149
Cl -3.431 1.308 -3.869 -0.291
H -1.262 2.160 -3.657 0.269
C 4.261 -1.572 -5.091 -0.126
Cl 4.447 -0.095 -4.158 0.007
Cl 4.026 -2.962 -4.025 -0.104
Cl 2.926 -1.436 -6.240 -0.124
H 5.169 -1.740 -5.659 0.336
C 6.377 4.479 0.554 -0.170
Cl 6.751 3.358 1.865 -0.099
Cl 7.173 4.012 -0.944 -0.129
Cl 4.661 4.507 0.207 -0.025
H 6.717 5.468 0.841 0.381
C -1.539 8.895 -1.092 -0.108
Cl -2.886 9.300 -2.161 -0.157
Cl -1.795 7.346 -0.289 -0.001
Cl -0.011 8.858 -1.964 -0.119
H -1.475 9.665 -0.331 0.311
C -5.774 -0.150 -5.009 1.010
Cl -5.237 -1.753 -4.523 -0.122
Cl -6.105 -0.088 -6.744 -0.175
Cl -7.184 0.357 -4.080 -0.149
H -4.973 0.547 -4.797 -0.569
C -4.970 -8.290 -7.677 0.059
Cl -4.038 -6.798 -7.767 -0.111
Cl -5.081 -8.850 -6.005 -0.112
Cl -6.571 -8.088 -8.380 -0.121
H -4.447 -9.051 -8.245 0.287
C -0.461 -8.799 -0.164 0.803
Cl -1.741 -9.796 -0.855 -0.126
Cl -0.668 -8.606 1.573 -0.098
Cl 1.130 -9.471 -0.540 -0.150
H -0.520 -7.814 -0.616 -0.398
C 8.311 -1.614 0.379 0.006
Cl 9.991 -1.082 0.420 -0.143
Cl 8.057 -2.960 1.502 -0.172
Cl 7.205 -0.295 0.728 -0.016
H 8.098 -1.980 -0.620 0.253
C -4.729 7.384 2.199 0.716
Cl -4.714 8.855 3.181 -0.151
Cl -4.284 5.977 3.151 -0.082
Cl -6.300 7.166 1.422 -0.149
H -3.987 7.505 1.419 -0.343
C 1.387 -6.648 5.331 -0.009
Cl 0.205 -5.343 5.358 -0.109
Cl 1.863 -7.028 3.675 -0.069
Cl 2.795 -6.246 6.314 -0.130
H 0.926 -7.533 5.754 0.323

=====

101
Properties=species:S:1:pos:R:3:mulliken_charge:R:1 method="wB97M-V/def2-TZVPD" largest_force_ha_per_bohr=0.18398 lumo_ev=1.85 charge=-1
O -0.429 -0.278 -0.087 -0.271
H 0.422 -0.209 -0.492 -0.473
F 1.010 2.958 3.857 -0.312
C 1.580 3.247 2.717 0.672
C 1.334 2.604 1.584 -0.010
C 2.139 2.904 0.466 0.190
C 3.175 3.763 0.589 -1.326
C 3.435 4.410 1.819 -0.263
C 2.684 4.235 2.883 -0.711
H 0.450 1.856 1.412 0.174
H 2.089 2.111 -0.304 0.024
H 3.768 3.911 -0.129 0.958
H 4.296 5.155 1.956 0.202
H 2.798 4.705 3.894 0.362
F -3.877 1.504 5.223 -0.318
C -4.175 1.207 3.948 0.346
C -3.181 1.023 2.937 -1.102
C -3.531 0.577 1.687 -0.022
C -4.860 0.209 1.401 -0.424
C -5.832 0.364 2.348 -0.354
C -5.565 0.875 3.688 -0.548
H -2.240 1.113 3.167 1.264
H -2.760 0.547 0.897 0.337
H -5.021 -0.325 0.278 0.144
H -6.726 0.140 1.895 0.411
H -6.388 0.871 4.561 0.239
C -2.065 5.203 -1.833 -0.981
C -1.245 4.044 -1.454 -0.278
C -1.968 2.976 -0.758 0.051
S -3.627 3.338 -1.019 1.343
O -4.221 4.032 0.159 -0.732
O -4.251 2.173 -1.545 -0.711
C -3.500 4.586 -2.209 -0.880
H -1.789 5.857 -2.875 0.229
H -2.387 5.857 -1.130 0.547
H -0.404 4.404 -1.041 0.630
H -0.916 3.559 -2.389 -0.285
H -1.796 2.971 0.288 0.216
H -1.758 2.097 -1.157 0.080
H -4.172 5.471 -2.218 0.397
H -3.373 4.108 -3.160 0.382
C -0.125 -3.584 -1.483 -0.336
C -0.464 -5.072 -1.380 -0.537
C -1.196 -5.500 -2.537 -0.916
S -0.537 -4.345 -3.720 1.357
O -1.589 -3.649 -4.420 -0.753
O 0.400 -5.033 -4.616 -0.754
C 0.360 -3.168 -2.796 0.801
H 0.523 -3.408 -0.579 -0.267
H -0.900 -3.012 -1.112 0.402
H -1.268 -5.162 -0.407 0.203
H 0.664 -5.621 -1.365 0.171
H -2.175 -5.450 -2.412 0.577
H -0.910 -6.514 -2.710 0.370
H -0.207 -2.200 -3.099 -0.621
H 1.503 -3.133 -2.956 0.211
C 3.311 -0.871 0.478 0.578
C 3.918 -1.253 -0.824 -0.058
C 4.903 -2.223 -0.596 -1.134
S 4.069 -3.404 0.459 1.096
O 5.077 -3.967 1.371 -0.768
O 3.207 -4.157 -0.372 -0.534
C 3.093 -2.232 1.233 0.509
H 2.209 -0.414 0.416 -0.725
H 3.968 -0.198 1.065 0.392
H 4.304 -0.481 -1.457 0.663
H 3.358 -1.751 -1.622 -0.355
H 5.837 -1.805 -0.312 0.405
H 5.118 -2.707 -1.623 0.418
H 3.488 -2.005 2.258 0.434
H 1.974 -2.621 1.248 -0.966
C 0.678 2.089 -5.116 -0.406
C -0.350 1.281 -4.312 -0.778
C 0.213 0.814 -3.104 1.425
S 1.968 0.565 -3.479 1.433
O 2.114 -0.898 -3.656 -0.670
O 2.926 1.259 -2.617 -0.732
C 1.980 1.417 -5.063 -1.010
H 0.682 3.163 -4.503 0.075
H 0.713 2.471 -6.149 0.408
H -0.447 0.325 -4.883 0.450
H -1.288 1.803 -4.117 0.310
H -0.054 -0.110 -2.770 -0.502
H 0.159 1.613 -2.288 -0.838
H 1.986 0.589 -5.797 0.345
H 2.816 2.055 -4.902 0.470
C -0.662 -1.021 4.322 -1.023
C -0.403 -1.850 5.522 -0.968
C -0.336 -3.192 5.325 -0.613
S 0.505 -3.379 3.739 1.162
O 0.036 -4.517 3.062 -0.680
O 1.862 -3.272 4.078 -0.627
C -0.043 -1.814 3.168 0.227
H -0.309 -0.172 4.375 1.006
H -1.736 -0.927 4.272 -0.106
H -1.115 -1.538 6.316 0.436
H 0.452 -1.485 6.058 0.328
H -1.410 -3.390 5.171 0.293
H 0.014 -3.808 6.208 0.377
H -0.758 -1.864 2.290 0.250
H 0.770 -1.416 2.859 -0.102

=====

93
Properties=species:S:1:pos:R:3:mulliken_charge:R:1 method="wB97M-V/def2-TZVPD" largest_force_ha_per_bohr=0.01103 lumo_ev=-0.02 de_lowest_kcal_mol=6.0 charge=0
Rb 0.348 0.179 0.153 0.602
C -0.197 3.803 2.323 -2.418
C 0.489 3.528 1.007 1.267
C 1.803 3.048 0.997 0.803
C 2.544 2.859 2.298 -2.078
C 2.423 2.735 -0.219 1.575
C 3.814 2.144 -0.215 -2.479
C 1.733 2.916 -1.425 0.786
C 2.425 2.646 -2.742 -2.393
C 0.408 3.368 -1.410 1.273
C -0.383 3.444 -2.696 -2.544
C -0.192 3.727 -0.198 0.999
C -1.545 4.402 -0.187 -2.267
H 0.080 3.061 3.071 0.489
H -1.280 3.775 2.227 0.448
H 0.069 4.784 2.727 0.381
H 2.369 1.863 2.720 0.236
H 2.229 3.588 3.042 0.487
H 3.618 2.976 2.167 0.499
H 3.953 1.474 0.632 0.457
H 4.588 2.914 -0.148 0.377
H 4.011 1.564 -1.114 0.444
H 2.335 1.599 -3.052 0.291
H 3.488 2.874 -2.681 0.486
H 2.013 3.257 -3.541 0.529
H -1.438 3.235 -2.522 0.461
H -0.029 2.712 -3.420 0.414
H -0.323 4.428 -3.171 0.390
H -2.369 3.735 0.084 0.289
H -1.786 4.835 -1.154 0.436
H -1.560 5.213 0.541 0.524
S 0.726 -0.932 3.059 -0.627
C 1.560 -2.425 2.732 -0.052
N 1.731 -3.391 3.591 -0.439
N 1.228 -3.189 4.802 0.260
C 1.364 -4.145 5.802 0.517
C 2.026 -5.351 5.587 -0.330
C 2.125 -6.265 6.625 -0.474
C 1.580 -5.998 7.874 -0.554
C 0.923 -4.791 8.079 -0.444
C 0.813 -3.869 7.053 -0.514
N 2.151 -2.831 1.509 -0.499
N 2.082 -2.039 0.549 0.724
C 2.696 -2.571 -0.643 0.120
C 2.974 -1.665 -1.661 -0.217
C 3.574 -2.094 -2.837 -0.239
C 3.878 -3.436 -3.010 -0.589
C 3.578 -4.344 -2.000 -0.658
C 2.991 -3.920 -0.819 -0.584
H 0.782 -2.291 4.980 0.113
H 2.451 -5.555 4.615 0.403
H 2.641 -7.201 6.452 0.340
H 1.667 -6.718 8.677 0.362
H 0.492 -4.563 9.046 0.342
H 0.298 -2.929 7.214 0.345
H 2.730 -0.618 -1.529 0.097
H 3.799 -1.379 -3.619 0.446
H 4.345 -3.776 -3.926 0.426
H 3.809 -5.393 -2.132 0.383
H 2.765 -4.612 -0.020 0.514
N -2.636 0.733 0.091 -0.207
C -3.438 0.070 -0.944 -0.347
C -3.810 -1.359 -0.564 -0.983
C -2.692 -2.389 -0.643 0.075
N -1.630 -2.124 0.323 -0.218
H -3.045 0.555 1.002 0.213
H -2.646 1.738 -0.040 -0.043
H -2.857 0.052 -1.874 0.060
H -4.361 0.620 -1.161 0.397
H -4.612 -1.685 -1.234 0.393
H -4.250 -1.356 0.441 0.323
H -2.235 -2.349 -1.633 -0.286
H -3.132 -3.390 -0.534 0.417
H -0.827 -2.720 0.150 0.121
H -1.932 -2.322 1.271 0.182
C 0.731 -2.698 -5.200 -1.657
C -0.317 -2.896 -4.104 1.617
C -1.706 -2.580 -4.650 -1.738
C -0.260 -4.333 -3.595 -1.580
N -0.075 -2.064 -2.905 0.509
N 0.034 -0.662 -3.104 -0.268
H 0.488 -3.311 -6.070 0.518
H 1.722 -2.984 -4.844 0.216
H 0.775 -1.664 -5.550 0.392
H -1.955 -3.265 -5.462 0.485
H -1.758 -1.567 -5.055 0.354
H -2.462 -2.684 -3.871 0.273
H -0.398 -5.042 -4.413 0.439
H -1.035 -4.506 -2.846 0.294
H 0.713 -4.534 -3.138 0.293
H 0.787 -2.359 -2.459 -0.434
H -0.888 -0.297 -3.309 0.114
H 0.634 -0.437 -3.896 0.138